The following is a DFT calculation (ωB97M-V with the def2-TZVPD basis set) of a molecular structure, C43H54FN2NaO3SSi.

```
106
Properties=species:S:1:pos:R:3:mulliken_charge:R:1
Na -0.45 0.55 -0.19 0.95
C 4.85 4.32 3.60 -1.38
C 4.08 5.14 2.56 -0.28
C 4.98 6.10 1.79 -1.06
C 5.89 5.34 0.83 -1.14
C 5.05 4.49 -0.09 1.17
C 5.50 4.22 -1.41 -1.03
C 4.71 3.45 -2.22 0.24
F 5.14 3.19 -3.48 -0.41
C 3.49 2.91 -1.81 -0.84
C 3.03 3.18 -0.51 0.72
C 1.77 2.63 -0.07 1.24
O 1.10 1.86 -0.84 -1.05
C 1.39 2.97 1.27 -0.31
C 2.17 3.74 2.08 -0.98
N 3.37 4.25 1.64 0.24
C 3.84 3.99 0.34 -0.55
C 0.10 2.59 1.90 0.26
O -0.11 2.53 3.08 -0.67
O -0.93 2.34 0.99 -0.14
H 5.31 4.98 4.34 0.40
H 5.62 3.72 3.13 0.32
H 4.17 3.64 4.13 0.39
H 3.32 5.73 3.08 0.51
H 5.55 6.69 2.51 0.43
H 4.35 6.78 1.22 0.37
H 6.60 4.72 1.40 0.31
H 6.49 6.04 0.25 0.40
H 6.44 4.61 -1.77 0.42
H 2.89 2.30 -2.46 0.48
H 1.88 3.98 3.09 0.58
C -3.95 -4.62 1.44 -1.27
C -5.17 -3.92 0.85 2.70
C -5.07 -3.91 -0.68 -1.22
C -6.40 -4.74 1.25 -2.50
C -5.26 -2.46 1.35 0.10
C -6.43 -1.99 1.97 -0.30
C -6.53 -0.65 2.34 -1.23
C -5.49 0.21 2.08 1.09
S -5.40 1.93 2.37 -0.56
C -3.79 1.94 1.61 0.68
N -3.35 0.73 1.23 -0.26
C -4.29 -0.22 1.47 -2.46
C -4.20 -1.59 1.12 0.64
C -3.19 3.20 1.41 0.40
C -3.94 4.41 1.55 -1.30
C -3.44 5.64 1.18 -0.64
C -2.16 5.78 0.63 -0.94
C -1.37 4.62 0.55 -0.02
C -1.85 3.41 0.97 0.51
H -3.88 -5.64 1.06 0.45
H -4.00 -4.65 2.53 0.39
H -3.03 -4.11 1.17 0.00
H -5.00 -4.94 -1.06 0.40
H -4.18 -3.37 -1.01 0.04
H -5.94 -3.44 -1.12 0.38
H -6.27 -5.77 0.91 0.45
H -7.32 -4.36 0.79 0.43
H -6.54 -4.76 2.33 0.47
H -7.26 -2.65 2.16 0.39
H -7.44 -0.29 2.81 0.33
H -3.29 -1.93 0.64 0.64
H -4.95 4.36 1.94 0.26
H -4.08 6.51 1.30 0.34
H -1.78 6.73 0.31 0.43
H -0.35 4.67 0.19 0.48
C 1.11 -4.85 -0.55 -1.99
C 0.98 -3.42 -0.02 2.76
C -0.24 -3.36 0.91 -1.40
C 2.18 -3.16 0.91 -2.32
Si 0.78 -1.91 -1.32 -0.82
C -0.34 -2.65 -2.81 2.92
C -1.63 -3.22 -2.21 -2.51
C -0.80 -1.48 -3.70 -1.93
C 0.25 -3.72 -3.74 -1.77
C 2.59 -1.63 -2.09 2.73
C 3.39 -0.74 -1.12 -1.94
C 2.45 -0.79 -3.37 -2.22
C 3.44 -2.86 -2.45 -1.80
H 1.27 -5.55 0.29 0.53
H 1.96 -4.96 -1.23 0.28
H 0.22 -5.18 -1.08 0.29
H -0.19 -4.17 1.65 0.60
H -1.18 -3.45 0.37 -0.49
H -0.27 -2.41 1.45 0.35
H 2.14 -3.85 1.76 0.57
H 2.16 -2.14 1.31 0.28
H 3.14 -3.31 0.41 0.42
H -2.13 -2.49 -1.57 0.14
H -1.47 -4.12 -1.62 0.18
H -2.33 -3.48 -3.02 0.72
H -1.23 -0.67 -3.11 0.25
H -1.58 -1.83 -4.40 0.51
H 0.01 -1.05 -4.30 0.42
H 0.59 -4.60 -3.19 0.25
H 1.10 -3.34 -4.31 0.33
H -0.50 -4.05 -4.47 0.47
H 2.84 0.18 -0.90 0.23
H 4.35 -0.46 -1.59 0.52
H 3.62 -1.23 -0.18 0.23
H 1.79 0.07 -3.22 0.29
H 2.06 -1.38 -4.21 0.40
H 3.43 -0.40 -3.67 0.58
H 3.69 -3.47 -1.58 0.26
H 4.40 -2.53 -2.89 0.53
H 2.95 -3.51 -3.17 0.26
```

Values from the calculation:
- ΔE to the lowest compared entry with this formula, charge and spin (kcal per mole) = 23.72
- Kohn-Sham gap (alpha / beta) (eV) = 3.677 / 3.728
- net charge = -2
- HOMO energy (alpha / beta) (eV) = 0.13 / 0.09

---

The following is a DFT calculation (ωB97M-V with the def2-TZVPD basis set) of a molecular structure, C43H55BBrCsN10OS4.

```
116
Properties=species:S:1:pos:R:3:mulliken_charge:R:1
Cs 1.20 2.78 2.87 1.40
C -3.58 -1.85 2.76 -1.63
C -2.60 -2.19 1.68 0.15
C -2.52 -3.42 1.13 -0.56
C -1.57 -3.70 0.10 0.21
N -0.74 -2.79 -0.32 -0.50
N -0.83 -1.57 0.24 0.77
B 0.12 -0.51 -0.28 -1.91
N 1.44 -0.44 0.43 -0.31
N 1.55 -1.00 -0.79 1.08
C 2.58 -1.67 -1.20 0.48
C 3.65 -1.79 -0.26 -0.71
C 3.52 -1.36 1.02 -0.04
C 4.62 -1.50 2.01 -1.96
C 2.26 -0.75 1.46 0.67
S 1.90 -0.42 3.04 -0.23
C 2.63 -2.16 -2.62 2.66
C 1.25 -2.04 -3.28 -2.05
C 3.12 -3.61 -2.67 -1.65
C 3.63 -1.26 -3.37 -1.81
N -0.50 0.53 -1.18 1.02
N -1.54 -0.05 -1.83 -0.11
C -2.15 0.60 -2.76 -0.03
C -1.69 1.88 -3.18 -0.61
C -0.65 2.48 -2.55 -0.08
C -0.12 3.81 -2.96 -2.03
C -0.05 1.80 -1.41 1.38
S 1.07 2.53 -0.43 -0.41
C -3.33 -0.08 -3.43 2.24
C -2.92 -0.45 -4.87 -1.79
C -3.72 -1.35 -2.68 -1.79
C -4.53 0.87 -3.46 -1.54
C -1.71 -1.17 1.19 -0.21
S -1.72 0.42 1.69 0.62
C -1.50 -5.09 -0.52 2.14
C -0.48 -5.13 -1.65 -1.72
C -2.88 -5.46 -1.08 -1.67
C -1.09 -6.09 0.57 -1.81
H -4.23 -2.69 2.98 0.40
H -4.18 -0.99 2.46 0.24
H -3.04 -1.56 3.67 0.31
H -3.19 -4.21 1.46 0.42
H 4.57 -2.25 -0.58 0.32
H 5.52 -1.88 1.54 0.39
H 4.31 -2.16 2.83 0.42
H 4.82 -0.53 2.47 0.31
H 0.49 -2.59 -2.72 0.17
H 1.30 -2.44 -4.29 0.62
H 0.94 -1.00 -3.34 0.15
H 2.49 -4.27 -2.07 0.25
H 4.15 -3.70 -2.31 0.37
H 3.10 -3.97 -3.70 0.47
H 3.31 -0.22 -3.34 0.28
H 3.71 -1.58 -4.41 0.51
H 4.63 -1.32 -2.92 0.30
H -2.16 2.38 -4.02 0.36
H -0.64 4.17 -3.84 0.42
H 0.95 3.74 -3.16 0.43
H -0.22 4.52 -2.14 0.28
H -2.08 -1.14 -4.86 0.25
H -2.64 0.43 -5.45 0.37
H -3.76 -0.93 -5.38 0.47
H -2.90 -2.07 -2.65 0.19
H -4.58 -1.81 -3.17 0.52
H -3.99 -1.12 -1.64 0.29
H -4.32 1.77 -4.04 0.33
H -4.81 1.17 -2.45 0.09
H -5.38 0.38 -3.92 0.50
H -0.75 -4.46 -2.46 0.26
H -0.43 -6.15 -2.05 0.55
H 0.51 -4.85 -1.29 0.09
H -3.22 -4.72 -1.80 0.20
H -3.63 -5.54 -0.30 0.38
H -2.82 -6.42 -1.58 0.47
H -0.10 -5.86 0.96 0.35
H -1.08 -7.10 0.16 0.48
H -1.79 -6.08 1.41 0.34
S 6.34 2.89 4.43 -0.28
C 5.42 3.92 5.43 -0.31
C 4.24 4.28 4.85 -0.60
C 3.98 3.73 3.54 -0.51
C 5.05 2.95 3.20 0.51
C 5.28 2.23 1.95 -0.20
C 6.54 1.67 1.64 -0.39
C 6.75 1.05 0.43 -0.81
C 5.70 0.97 -0.48 -0.72
C 4.49 1.52 -0.09 -0.01
N 4.26 2.11 1.07 0.12
H 5.81 4.22 6.40 0.42
H 3.55 4.94 5.36 0.36
H 7.35 1.76 2.35 0.29
H 7.72 0.63 0.19 0.40
H 5.82 0.51 -1.45 0.53
H 3.63 1.47 -0.76 0.22
C -3.95 1.66 4.93 -0.88
N -2.59 2.03 4.59 0.16
C -2.07 3.26 4.81 0.45
N -2.78 4.09 5.63 -0.42
O -1.02 3.63 4.28 -0.61
H -4.11 0.63 4.61 0.14
H -4.69 2.30 4.43 0.31
H -4.11 1.69 6.01 0.39
H -2.18 1.54 3.80 -0.15
H -3.51 3.74 6.22 0.14
H -2.28 4.91 5.94 0.27
Br -4.82 1.90 0.41 -0.16
C -3.53 3.31 0.34 0.19
C -3.39 4.00 -0.86 -0.46
C -2.48 5.04 -0.88 -0.29
C -1.76 5.34 0.26 -0.86
C -1.97 4.57 1.39 -0.39
N -2.85 3.56 1.44 -0.12
H -3.98 3.73 -1.72 0.40
H -2.35 5.62 -1.79 0.53
H -1.04 6.14 0.28 0.41
H -1.44 4.75 2.32 0.74
```

Values from the calculation:
- Kohn-Sham gap (eV) = 5.289
- net charge = 0
- HOMO energy (eV) = -5.69

---

Values of calculated total energy, in order: -2956.08081, -6506.16100, all in hartree.